[1]
ORCA calculation (the ωB97M-V functional and the def2-TZVPD basis) on a molecular structure, C21H31AuBN5O9P2.

Each line ends with the Mulliken spin population.
Element x y z (Å)
1 Au 0.513 -1.170 1.752  0.78
2 O 7.501 0.828 1.854  0.38
3 C 6.496 1.113 2.507  -0.14
4 O 6.740 2.011 3.376  0.68
5 C 5.158 0.496 2.356  0.06
6 C 5.005 -0.583 1.493  0.02
7 C 3.747 -1.135 1.361  0.00
8 N 2.706 -0.656 2.041  0.09
9 C 2.840 0.379 2.864  0.01
10 C 4.072 0.990 3.054  0.02
11 C 1.595 0.892 3.594  -0.01
12 O 1.739 1.880 4.297  0.00
13 O 0.519 0.236 3.391  0.00
14 H 5.848 -0.972 0.940  0.00
15 H 3.545 -1.967 0.699  0.00
16 H 4.133 1.832 3.730  0.00
17 C -4.348 1.093 -1.330  0.00
18 N -3.695 0.508 -0.172  0.01
19 C -4.427 0.610 1.082  0.00
20 P -2.131 0.031 -0.228  0.02
21 O -1.698 -0.411 1.119  -0.02
22 O -1.254 1.253 -0.792  0.00
23 P -0.254 2.260 0.014  0.00
24 O 0.864 1.542 0.645  0.01
25 N 0.091 3.287 -1.243  0.00
26 C 0.912 4.440 -0.875  0.00
27 C 0.486 2.714 -2.526  0.00
28 N -1.166 3.144 1.038  0.00
29 C -2.339 3.855 0.558  0.00
30 C -1.131 2.923 2.482  0.00
31 N -2.034 -0.978 -1.519  0.00
32 C -2.974 -2.087 -1.636  0.00
33 C -0.800 -1.177 -2.271  0.01
34 H -4.477 2.173 -1.207  0.00
35 H -5.334 0.643 -1.470  0.00
36 H -3.756 0.913 -2.225  0.00
37 H -4.627 1.656 1.338  0.00
38 H -3.851 0.155 1.881  0.00
39 H -5.386 0.094 0.991  0.00
40 H 0.586 4.842 0.083  0.00
41 H 0.796 5.214 -1.635  0.00
42 H 1.973 4.179 -0.800  0.00
43 H -0.212 1.936 -2.825  0.00
44 H 1.499 2.295 -2.497  0.00
45 H 0.463 3.501 -3.280  0.00
46 H -2.277 4.009 -0.517  0.00
47 H -2.402 4.830 1.047  0.00
48 H -3.257 3.302 0.787  0.00
49 H -0.231 2.392 2.768  0.00
50 H -1.992 2.331 2.804  0.00
51 H -1.152 3.888 2.992  0.00
52 H -3.898 -1.854 -1.112  0.00
53 H -2.555 -3.006 -1.218  0.00
54 H -3.205 -2.250 -2.691  0.00
55 H -0.050 -0.442 -1.993  0.00
56 H -1.003 -1.087 -3.342  0.00
57 H -0.390 -2.174 -2.092  0.00
58 O -0.492 -3.613 0.180  -0.02
59 B 0.557 -2.722 0.445  0.11
60 O 1.664 -3.066 -0.354  -0.02
61 C 1.282 -4.161 -1.089  0.00
62 C 2.001 -4.865 -2.028  0.00
63 C 1.350 -5.939 -2.636  0.00
64 C 0.042 -6.274 -2.306  0.00
65 C -0.676 -5.550 -1.355  0.00
66 C -0.023 -4.493 -0.762  0.00
67 H 3.017 -4.596 -2.278  0.00
68 H 1.877 -6.523 -3.378  0.00
69 H -0.430 -7.115 -2.796  0.00
70 H -1.692 -5.805 -1.087  0.00

Computed properties:
ΔE to the lowest compared entry with this formula, charge and spin (kcal/mol): 0.0
E_HOMO (alpha / beta) (hartree): -0.2884 / -0.3268
Spin multiplicity: 3

=====

[2]
ORCA calculation (the ωB97M-V functional and the def2-TZVPD basis) on a molecular structure, C21H31B2F4GeN6O4Re.

Each line ends with the Mulliken spin population.
Element x y z (Å)
1 Re 0.282 -0.754 0.310  0.06
2 C -2.261 1.480 -2.546  0.00
3 C -1.368 0.522 -1.859  0.00
4 N -1.137 0.564 -0.584  0.00
5 O -1.706 1.592 0.041  0.00
6 B -1.884 1.538 1.546  0.00
7 F -2.512 0.345 1.874  0.00
8 F -2.515 2.653 1.906  0.00
9 O -0.505 1.584 2.181  0.00
10 N 0.412 0.688 1.872  0.00
11 C 1.455 0.681 2.654  0.00
12 C 1.585 1.536 3.859  0.00
13 C 2.527 -0.187 2.167  0.01
14 N 2.158 -0.947 1.186  -0.02
15 O 3.183 -1.632 0.532  0.08
16 B 1.299 -3.122 -1.392  0.04
17 F 2.119 -4.081 -1.670  0.00
18 F 3.882 -2.271 -2.676  0.04
19 O 0.814 -2.268 -2.347  -0.01
20 N 0.045 -1.279 -1.766  0.01
21 C -0.633 -0.545 -2.572  0.00
22 C -0.675 -0.688 -4.045  0.00
23 C 3.910 -0.129 2.697  -0.01
24 H -3.107 1.732 -1.906  0.00
25 H -2.606 1.095 -3.502  0.00
26 H -1.726 2.419 -2.726  0.00
27 H 0.604 1.812 4.235  0.00
28 H 2.113 2.462 3.613  0.00
29 H 2.150 1.020 4.635  0.00
30 H 0.013 -1.448 -4.400  0.00
31 H -0.438 0.272 -4.510  0.00
32 H -1.690 -0.947 -4.358  0.00
33 H 4.066 0.770 3.287  0.00
34 H 4.639 -0.178 1.890  0.00
35 H 4.086 -0.997 3.340  0.00
36 N 0.762 -2.890 -0.014  -0.04
37 C 3.392 -1.100 -0.729  0.52
38 C 4.475 -1.766 -1.506  -0.01
39 C 5.529 -0.783 -1.925  0.08
40 C 5.222 0.502 -2.082  -0.01
41 C 3.893 1.026 -1.766  0.13
42 C 3.530 2.339 -2.057  -0.02
43 C 2.304 2.820 -1.638  0.08
44 C 1.439 1.974 -0.961  -0.01
45 N 1.734 0.692 -0.710  0.07
46 C 2.966 0.227 -1.069  -0.04
47 H -0.111 -3.420 0.072  0.00
48 H 1.390 -3.277 0.690  0.00
49 H 4.880 -2.619 -0.960  -0.01
50 H 6.511 -1.170 -2.162  0.00
51 H 5.956 1.204 -2.456  0.00
52 H 4.225 2.985 -2.580  0.00
53 H 2.012 3.846 -1.817  0.00
54 H 0.485 2.345 -0.609  0.01
55 C -2.389 -3.915 -0.086  0.00
56 Ge -2.948 -2.262 0.782  0.00
57 C -3.937 -1.104 -0.386  0.00
58 C -3.466 -2.450 2.629  0.00
59 C -0.656 -1.675 1.761  0.01
60 H -3.327 -4.466 -0.208  0.00
61 H -1.744 -4.541 0.532  0.00
62 H -1.978 -3.766 -1.085  0.00
63 H -4.870 -1.640 -0.592  0.00
64 H -3.433 -0.961 -1.341  0.00
65 H -4.174 -0.157 0.090  0.00
66 H -4.452 -2.928 2.603  0.00
67 H -3.565 -1.479 3.106  0.00
68 H -2.788 -3.098 3.180  0.00
69 H -0.569 -2.737 2.008  0.00
70 H -0.999 -1.123 2.632  0.00

Computed properties:
Total charge: +3
ΔE to the lowest compared entry with this formula, charge and spin (kcal/mol): 52.5
E_HOMO (alpha / beta) (hartree): -0.6197 / -0.6509
Spin multiplicity: 2

=====

[3]
ORCA calculation (the ωB97M-V functional and the def2-TZVPD basis) on a single C21H31BCl3NO3Si2 molecule.

Each line ends with the Mulliken charge.
Element x y z (Å)
1 Cl 1.028 -6.257 -0.077  -0.33
2 B 1.887 -4.679 0.376  0.83
3 Cl 1.264 -4.174 2.191  -0.35
4 Cl 3.764 -4.928 0.581  -0.35
5 O 1.575 -3.577 -0.497  -0.65
6 C 1.774 -2.212 -0.217  -0.10
7 C 2.400 -1.561 -1.511  0.01
8 C 3.602 -0.851 -1.338  -0.07
9 C 4.143 -0.064 -2.373  -0.84
10 C 3.596 -0.096 -3.660  -0.48
11 C 2.492 -0.937 -3.878  -0.64
12 C 1.907 -1.693 -2.829  -0.03
13 H 2.597 -2.210 0.562  0.79
14 H 4.086 -0.895 -0.352  0.58
15 H 4.983 0.589 -2.128  0.39
16 H 4.045 0.502 -4.461  0.40
17 H 2.070 -0.982 -4.885  0.37
18 H 1.064 -2.356 -3.055  0.46
19 C -4.537 0.887 0.984  -1.08
20 Si -3.570 -0.652 0.445  0.74
21 C -3.351 -1.828 1.876  -1.08
22 C -4.355 -1.421 -1.062  -1.15
23 O -1.996 -0.231 -0.117  -0.55
24 N -1.181 0.109 0.996  0.89
25 O -1.121 1.492 1.017  -0.44
26 Si -1.011 2.406 -0.493  0.69
27 C -2.687 3.136 -0.809  -1.17
28 C 0.273 3.661 -0.035  -1.03
29 C -0.407 1.295 -1.855  -0.52
30 C 0.111 -0.407 0.949  -0.62
31 C 0.440 -1.706 0.314  -0.04
32 C 0.940 0.387 1.829  0.77
33 C 2.307 0.411 1.526  0.25
34 C 3.135 1.396 2.056  -0.63
35 C 2.641 2.300 3.001  -0.51
36 C 1.310 2.194 3.423  -0.73
37 C 0.448 1.260 2.844  -0.14
38 H -5.433 0.580 1.557  0.48
39 H -3.926 1.534 1.637  0.23
40 H -4.883 1.477 0.119  0.26
41 H -4.205 -1.732 2.565  0.40
42 H -3.310 -2.868 1.519  0.33
43 H -2.425 -1.608 2.429  0.27
44 H -5.370 -1.777 -0.822  0.36
45 H -4.431 -0.695 -1.885  0.29
46 H -3.762 -2.279 -1.412  0.32
47 H -2.516 4.096 -1.323  0.43
48 H -3.295 2.508 -1.474  0.26
49 H -3.254 3.337 0.111  0.32
50 H 0.437 4.341 -0.882  0.38
51 H -0.046 4.256 0.830  0.30
52 H 1.233 3.196 0.218  0.24
53 H -0.040 1.963 -2.652  0.57
54 H 0.434 0.657 -1.557  -0.13
55 H -1.189 0.660 -2.288  0.20
56 H 0.161 -2.345 1.187  -0.14
57 H -0.314 -1.878 -0.472  0.11
58 H 2.637 -0.301 0.775  -0.82
59 H 4.163 1.433 1.696  0.44
60 H 3.308 3.072 3.398  0.40
61 H 0.933 2.880 4.176  0.42
62 H -0.575 1.188 3.211  0.42

Computed properties:
E_HOMO (hartree): -0.3183